# 1
C3H4FNO | ωB97M-V with the def2-TZVPD basis set

Geometry as XYZ:
```
10
C3H4FNO, DFT ωB97M-V with the def2-TZVPD basis set
O -0.11463 1.33848 -1.97051
N -1.09721 0.33708 -1.62573
C -0.99995 -0.30853 -0.55549
C 0.16210 0.06950 0.37551
C 0.58748 -0.99113 1.29329
F 1.32934 -0.64034 2.39781
H -0.65414 1.80612 -2.57260
H -1.53875 -1.08379 -0.21596
H 0.31272 1.29312 0.36656
H 0.01576 -1.93881 1.30600
```

## Properties
**SMILES**: O/N=C\C=C\F
**Charge**: 0
**M**: 89.07 g/mol
**Total energy**: -9426.4934 eV
**Relative energy (zero: lowest compared OMol25 entry of this formula, charge and spin)**: 4.123 eV
**HOMO**: -9.343 eV

# 2
C3H4FNO | ωB97M-V with the def2-TZVPD basis set

Geometry as XYZ:
```
10
C3H4FNO, DFT ωB97M-V with the def2-TZVPD basis set
N -1.36046 -0.91676 1.38725
C -0.84197 -0.70275 0.34884
C -0.24654 -0.00916 -0.76775
F 0.21737 -0.87178 -1.70758
C 1.01115 0.70572 -0.09936
O 0.68425 1.45561 1.11569
H -1.00141 0.66001 -1.28044
H 1.57013 1.34350 -0.83932
H 1.54666 -0.19634 0.16416
H 0.44164 0.84845 1.79715
```

## Properties
**SMILES**: N#C[C@H](F)CO
**Charge**: 0
**M**: 89.07 g/mol
**Total energy**: -9429.4708 eV
**Relative energy (zero: lowest compared OMol25 entry of this formula, charge and spin)**: 1.146 eV
**HOMO**: -11.165 eV

# 3
C3H4FNO2 | ωB97M-V with the def2-TZVPD basis set

Geometry as XYZ:
```
11
C3H4FNO2, DFT ωB97M-V with the def2-TZVPD basis set
O 0.08087 1.91071 0.00090
C 0.01716 0.73398 0.20091
C -1.09787 -0.28491 0.42905
F -2.14019 -0.14162 -0.47442
C -0.04781 -1.37336 0.06942
N 0.94895 -0.30199 0.25279
O 2.17446 -0.25260 -0.39675
H -1.47198 -0.33139 1.46249
H 0.09055 -2.23120 0.71218
H -0.11877 -1.63116 -1.01207
H 2.84776 -0.13688 0.30808
```

## Properties
**SMILES**: O=C1[C@@H](F)CN1O
**Charge**: 0
**M**: 105.07 g/mol
**Total energy**: -11475.9945 eV
**Relative energy (zero: lowest compared OMol25 entry of this formula, charge and spin)**: 2.398 eV
**HOMO**: -10.065 eV

# 4
C3H4FNS | ωB97M-V with the def2-TZVPD basis set

Geometry as XYZ:
```
10
C3H4FNS, DFT ωB97M-V with the def2-TZVPD basis set
C 1.11219 -1.31402 1.68431
C 1.28843 -0.48441 0.62698
F 2.56204 -0.24527 0.13631
C 0.28273 0.21960 -0.20926
N -1.01236 0.01593 0.01773
S -1.98359 0.85755 -1.02257
H 0.12499 -1.69183 1.97900
H 1.99566 -1.89654 1.95994
H 0.77034 1.00808 -0.86682
H -3.22558 0.42846 -0.67405
```

## Properties
**SMILES**: C=C(F)/C=N/S
**Charge**: 0
**M**: 105.14 g/mol
**Total energy**: -18216.5924 eV
**Relative energy (zero: lowest compared OMol25 entry of this formula, charge and spin)**: 1.406 eV
**HOMO**: -8.729 eV

# 5
C3H4FO3 | ωB97M-V with the def2-TZVPD basis set

Geometry as XYZ:
```
11
C3H4FO3, DFT ωB97M-V with the def2-TZVPD basis set
F 1.43054 1.46478 -0.33299
H 3.31435 0.45105 0.04294
O 2.58690 -0.18582 0.36500
C 1.45842 0.28933 0.21304
C 0.27888 -0.60685 0.05924
O -0.83755 0.18416 -0.35416
C -2.00991 -0.08752 -0.01330
O -2.98252 0.60336 -0.33795
H 0.10251 -1.11792 1.01794
H 0.50096 -1.35139 -0.72050
H -3.84257 0.35682 0.06074
```

## Properties
**Multiplicity**: 2
**Charge**: +2
**M**: 107.06 g/mol
**Total energy**: -12011.8927 eV
**Relative energy (zero: lowest compared OMol25 entry of this formula, charge and spin)**: 0.000 eV
**HOMO (alpha / beta)**: -21.529 / -23.870 eV

# 6
C3H4FP | ωB97M-V with the def2-TZVPD basis set

Geometry as XYZ:
```
9
C3H4FP, DFT ωB97M-V with the def2-TZVPD basis set
C 1.24346 -0.32636 0.53984
C 0.02737 0.22143 0.05790
P -1.75684 0.45698 0.52846
F -2.73854 -0.85376 -0.02068
C -0.68221 0.71664 -0.93539
H 1.52702 -1.15148 -0.25015
H 1.05445 -0.67580 1.54862
H 1.96360 0.54692 0.43962
H -0.63830 1.06543 -1.90822
```

## Properties
**SMILES**: CC1=P(F)=C1
**Charge**: 0
**M**: 90.04 g/mol
**Total energy**: -15180.6043 eV
**Relative energy (zero: lowest compared OMol25 entry of this formula, charge and spin)**: 0.157 eV
**HOMO**: -9.440 eV

# 7
C3H4FeO2 | ωB97M-V with the def2-TZVPD basis set

Geometry as XYZ:
```
10
C3H4FeO2, DFT ωB97M-V with the def2-TZVPD basis set
C 1.16109 -1.08075 -0.04423
C 0.38186 -0.76185 -1.09300
O -0.69122 0.44485 -0.66903
C -1.67882 0.46966 0.16115
O -1.27073 1.26507 1.16592
H 0.92384 -2.06153 0.38810
H -0.05794 -1.47535 -1.80106
H -2.03372 1.59362 1.65387
Fe 1.56024 0.61469 1.05714
H 1.70541 0.99158 -0.81887
```

## Properties
**Multiplicity**: 5
**Charge**: 0
**M**: 127.91 g/mol
**Total energy**: -41647.1452 eV
**Relative energy (zero: lowest compared OMol25 entry of this formula, charge and spin)**: 6.239 eV
**HOMO (alpha / beta)**: -7.228 / -7.974 eV

# 8
C3H4FeO3 | ωB97M-V with the def2-TZVPD basis set

Geometry as XYZ:
```
11
C3H4FeO3, DFT ωB97M-V with the def2-TZVPD basis set
C -1.61873 -0.65596 0.07656
C -0.44367 -1.44234 0.04984
O 0.69670 -0.61903 0.18600
C 1.93303 -0.95752 -0.12529
O 2.50019 0.26077 -0.18000
Fe 0.75186 1.47006 -0.09580
H -2.41187 -0.98342 -0.60120
H -1.96812 -0.40846 1.09217
H 3.46184 0.24430 -0.28208
O -1.10531 1.29825 -0.28266
H -1.79592 1.79334 0.16246
```

## Properties
**Multiplicity**: 6
**Charge**: +1
**M**: 143.91 g/mol
**Total energy**: -43690.4918 eV
**Relative energy (zero: lowest compared OMol25 entry of this formula, charge and spin)**: 5.031 eV
**HOMO (alpha / beta)**: -11.945 / -13.296 eV

# 9
C3H4GaLiO3 | ωB97M-V with the def2-TZVPD basis set

Geometry as XYZ:
```
12
C3H4GaLiO3, DFT ωB97M-V with the def2-TZVPD basis set
O -1.51791 0.15354 0.51048
C -0.23030 0.74068 0.58942
C 0.90631 -0.21228 0.21161
C 0.95458 -0.69265 -1.30441
O -0.08448 -1.29663 -1.71321
O 1.66726 0.14080 -1.90167
Ga -2.79292 0.80791 1.16764
Li -1.47266 -1.39997 -0.53442
H -0.03435 1.08037 1.62172
H -0.18777 1.64087 -0.04891
H 1.94135 0.06495 0.44692
H 0.85088 -1.02760 0.95482
```

## Properties
**Charge**: +2
**M**: 164.73 g/mol
**Total energy**: -61877.2783 eV
**Relative energy (zero: lowest compared OMol25 entry of this formula, charge and spin)**: 0.000 eV
**HOMO (alpha / beta)**: -19.387 / -19.425 eV

# 10
C3H4GaO2 | ωB97M-V with the def2-TZVPD basis set

Geometry as XYZ:
```
10
C3H4GaO2, DFT ωB97M-V with the def2-TZVPD basis set
C -2.03946 -0.14794 0.30713
C -0.92421 0.49851 -0.42147
H -1.05518 0.83110 -1.45992
H -0.05025 -0.16758 -0.25546
C -0.66485 1.63951 0.59228
O -0.42653 2.78111 0.20070
Ga 0.16112 4.19369 0.73266
H -0.45470 1.36919 1.64125
O -3.10305 0.59208 0.25123
H -3.89205 0.07289 0.46222
```

## Properties
**Charge**: +3
**M**: 141.79 g/mol
**Total energy**: -59603.5391 eV
**Relative energy (zero: lowest compared OMol25 entry of this formula, charge and spin)**: 0.000 eV
**HOMO (alpha / beta)**: -26.344 / -26.236 eV

# 11
C3H4HgO3 | ωB97M-V with the def2-TZVPD basis set

Geometry as XYZ:
```
11
C3H4HgO3, DFT ωB97M-V with the def2-TZVPD basis set
O -0.25346 -1.22554 -0.36599
C -1.33951 -0.46722 -0.77988
C -1.17936 0.97274 -0.31387
O -1.05988 1.05954 0.96451
Hg 0.58926 -0.39884 1.54275
H -2.31566 -0.83966 -0.39242
H -1.42669 -0.41305 -1.89151
H -1.83708 1.69940 -0.84072
C 1.29512 1.51484 -0.52290
O 1.88660 0.35057 -0.64164
H 1.11123 -0.48919 -1.13224
```

## Properties
**Multiplicity**: 2
**Charge**: -1
**M**: 288.65 g/mol
**Total energy**: -13487.3395 eV
**Relative energy (zero: lowest compared OMol25 entry of this formula, charge and spin)**: 5.824 eV
**HOMO (alpha / beta)**: -2.074 / -2.052 eV

# 12
C3H4HgO3 | ωB97M-V with the def2-TZVPD basis set

Geometry as XYZ:
```
11
C3H4HgO3, DFT ωB97M-V with the def2-TZVPD basis set
H -1.63584 -0.11749 1.59132
Hg 3.67631 0.95762 -1.67595
O 2.09739 1.52558 -0.00246
O -1.25383 1.31426 0.28359
C -1.49738 -0.01063 0.49025
C -0.34291 -0.88771 0.01728
O 0.89393 -0.28202 0.34109
C 1.30943 0.69949 -0.51456
H -2.45578 -0.31416 0.02619
H -0.39705 -1.01956 -1.07344
H -0.39426 -1.86537 0.51668
```

## Properties
**Multiplicity**: 3
**Charge**: 0
**M**: 288.65 g/mol
**Total energy**: -13487.8505 eV
**Relative energy (zero: lowest compared OMol25 entry of this formula, charge and spin)**: 2.139 eV
**HOMO (alpha / beta)**: -8.182 / -8.073 eV

# 13
C3H4I2O | ωB97M-V with the def2-TZVPD basis set

Geometry as XYZ:
```
10
C3H4I2O, DFT ωB97M-V with the def2-TZVPD basis set
C 0.03345 -0.51163 -0.93755
C 1.06827 -0.25790 0.17061
C -1.10216 0.67248 0.67956
O -1.17474 0.13459 -0.58632
I 1.84862 -1.84374 1.25169
I -0.93559 2.75160 0.88852
H 0.38085 -0.13487 -1.91044
H -0.15846 -1.58654 -1.04344
H 1.74363 0.57111 0.04540
H -1.70389 0.20489 1.44196
```

## Properties
**Charge**: 0
**M**: 309.87 g/mol
**Total energy**: -21420.5181 eV
**Relative energy (zero: lowest compared OMol25 entry of this formula, charge and spin)**: 3.631 eV
**HOMO (alpha / beta)**: -8.371 / -8.239 eV

# 14
C3H4I2O | ωB97M-V with the def2-TZVPD basis set

Geometry as XYZ:
```
10
C3H4I2O, DFT ωB97M-V with the def2-TZVPD basis set
C 1.14189 -0.15170 -0.43175
C 0.06820 -0.73517 0.48119
C -1.22077 -0.31178 0.54521
O -1.92916 0.63520 -0.08780
I 2.76017 -1.42893 -0.97760
I -2.55103 -1.04902 1.96202
H 0.59304 0.07377 -1.43086
H 1.69127 0.83029 -0.08592
H 0.30894 -1.44716 1.27739
H -1.63867 0.79003 -1.00044
```

## Properties
**Charge**: 0
**M**: 309.87 g/mol
**Total energy**: -21423.1312 eV
**Relative energy (zero: lowest compared OMol25 entry of this formula, charge and spin)**: 1.018 eV
**HOMO**: -8.948 eV

# 15
C3H4IN | ωB97M-V with the def2-TZVPD basis set

Geometry as XYZ:
```
9
C3H4IN, DFT ωB97M-V with the def2-TZVPD basis set
C 0.79692 -0.23421 0.58385
C -0.65922 -0.03326 0.13274
I -1.32644 -1.85022 -0.99897
C -0.58848 0.97851 -0.87658
N -0.22809 1.65488 -1.73238
H 1.16501 0.54939 1.26350
H 0.93515 -1.11915 1.06144
H 1.37734 -0.10851 -0.38974
H -1.47219 0.16257 0.95614
```

## Properties
**SMILES**: C[C@H](I)C#N
**Charge**: 0
**M**: 180.98 g/mol
**Total energy**: -12765.5157 eV
**Relative energy (zero: lowest compared OMol25 entry of this formula, charge and spin)**: 0.006 eV
**HOMO**: -10.013 eV

# 16
C3H4IN2P | ωB97M-V with the def2-TZVPD basis set

Geometry as XYZ:
```
11
C3H4IN2P, DFT ωB97M-V with the def2-TZVPD basis set
C 0.39304 0.98475 -0.50670
C 0.44913 0.55474 0.84326
C -0.46345 0.13258 -1.11814
N -0.24629 -0.54260 0.98785
N -0.85149 -0.79832 -0.21783
P -1.80936 -2.15044 0.00823
I 3.76070 -0.33962 0.01021
H 0.91450 1.78403 -0.91182
H 1.26025 0.86419 1.56739
H -1.02938 0.23710 -2.05917
H -0.89113 -2.55232 1.09636
```

## Properties
**Charge**: 0
**M**: 225.96 g/mol
**Total energy**: -23542.1921 eV
**Relative energy (zero: lowest compared OMol25 entry of this formula, charge and spin)**: 2.221 eV
**HOMO (alpha / beta)**: -9.798 / -8.017 eV

# 17
C3H4IN4 | ωB97M-V with the def2-TZVPD basis set

Geometry as XYZ:
```
12
C3H4IN4, DFT ωB97M-V with the def2-TZVPD basis set
C 0.36971 -0.79897 -0.04649
C -0.91206 1.46531 0.23191
C 0.21621 0.62097 -0.37035
N 0.67935 -2.86593 -0.32426
N 0.91090 -1.66579 -0.91104
N -0.29496 -1.37664 0.94906
N -0.07261 -2.65839 0.73566
I 2.19785 1.66132 0.17527
H -0.50739 2.42355 0.58039
H -1.30094 0.74426 1.07295
H -1.65444 1.71089 -0.49945
H 0.36840 0.73943 -1.59365
```

## Properties
**Charge**: -1
**M**: 223.00 g/mol
**Total energy**: -17236.9684 eV
**Relative energy (zero: lowest compared OMol25 entry of this formula, charge and spin)**: 0.120 eV
**HOMO**: -4.906 eV

# 18
C3H4INO | ωB97M-V with the def2-TZVPD basis set

Geometry as XYZ:
```
10
C3H4INO, DFT ωB97M-V with the def2-TZVPD basis set
C 1.09362 -1.64344 -0.17006
C 0.58448 -0.16663 -0.43886
C -0.55468 -0.37622 0.55021
N 0.00897 -1.74164 0.53492
O 2.04797 -2.27446 -0.50237
I -1.29250 -3.91806 2.04803
H 1.28688 0.73414 -0.09145
H 0.18575 -0.27270 -1.40540
H -0.49133 0.16929 1.50423
H -1.50449 -0.27643 0.00857
```

## Properties
**Charge**: 0
**M**: 196.97 g/mol
**Total energy**: -14810.1455 eV
**Relative energy (zero: lowest compared OMol25 entry of this formula, charge and spin)**: 3.268 eV
**HOMO (alpha / beta)**: -9.363 / -9.362 eV

# 19
C3H4LaO3 | ωB97M-V with the def2-TZVPD basis set

Geometry as XYZ:
```
11
C3H4LaO3, DFT ωB97M-V with the def2-TZVPD basis set
O -1.15079 -0.63873 -0.08361
C -1.90020 0.51229 -0.09262
O -1.33265 1.56523 0.35536
O -3.03888 0.42095 -0.51975
C 0.13543 -0.63336 0.47423
H 0.17296 -0.90501 1.53536
C 1.21732 -0.89206 -0.37739
H 1.00078 -1.00709 -1.44610
H 2.12879 -1.24011 0.11720
La 0.73502 2.21443 0.65587
H 2.03221 0.60346 -0.61856
```

## Properties
**Charge**: +1
**M**: 226.97 g/mol
**Total energy**: -10168.1904 eV
**Relative energy (zero: lowest compared OMol25 entry of this formula, charge and spin)**: 2.155 eV
**HOMO**: -12.253 eV

# 20
C3H4Li2O2Tl | ωB97M-V with the def2-TZVPD basis set

Geometry as XYZ:
```
12
C3H4Li2O2Tl, DFT ωB97M-V with the def2-TZVPD basis set
O 0.88005 0.03178 0.49167
C 1.63472 0.02745 -0.62344
C -0.38552 -0.80770 0.44727
O 2.58698 0.84368 -0.55635
C -1.46547 0.19472 0.20436
Li 3.75748 -0.21693 -1.47432
H -0.46620 -1.27343 1.44132
H -0.13548 -1.79709 0.05077
H -1.74104 0.12880 1.27462
H -2.14917 0.98342 -0.15891
Tl -1.71877 -0.14785 -2.42156
Li -0.79757 2.03313 1.32457
```

## Properties
**Multiplicity**: 2
**Charge**: 0
**M**: 290.33 g/mol
**Total energy**: -12367.7077 eV
**Relative energy (zero: lowest compared OMol25 entry of this formula, charge and spin)**: 1.342 eV
**HOMO (alpha / beta)**: -3.425 / -6.371 eV